Entry 1:
A structure of composition C4H36NO16. Source: the OMol25 dataset; level of theory: ωB97M-V with the def2-TZVPD basis set.

Last column: Löwdin spin population.
Element x y z (Å)
O -3.055 -0.450 -1.509  0.002
C -1.909 -0.119 -1.767  0.002
C -1.428 1.323 -1.559  0.045
C -0.346 1.681 -2.660  0.040
N -1.005 1.504 -0.107  0.558
C -0.092 0.494 0.482  0.044
O 1.139 0.900 0.461  0.219
H -1.133 -0.872 -2.189  0.000
H -2.137 2.104 -1.499  0.012
H -0.842 2.191 -3.549  0.001
H 0.073 0.822 -3.169  0.003
H 0.448 2.238 -2.218  0.000
H -0.703 2.398 -0.055  0.016
H -0.348 0.525 1.543  0.018
H -0.315 -0.443 0.013  0.015
H -0.183 -2.760 1.031  0.000
H 1.140 -2.344 1.118  0.000
O 0.390 -2.558 1.753  0.000
H -1.642 -3.409 -1.957  0.000
H -0.078 -3.042 -1.525  0.000
O -0.947 -2.783 -1.777  0.000
H 2.649 -0.221 3.413  0.000
H 1.784 -1.088 4.161  0.000
O 2.601 -0.705 4.130  0.000
H -2.015 -1.286 2.589  0.000
H -3.495 -1.016 2.709  0.000
O -2.795 -1.533 3.082  0.000
H -2.842 -2.925 -0.656  0.000
H -4.054 -2.669 -1.390  0.000
O -3.714 -3.288 -0.766  0.000
H 1.676 0.788 -0.727  0.000
H 2.561 2.023 -1.704  0.000
O 2.523 1.045 -1.550  0.008
H -4.457 -0.652 0.568  0.000
H -3.096 0.178 0.651  0.003
O -3.906 -0.039 1.143  0.003
H -0.213 -0.961 3.569  0.000
H -1.073 0.399 3.311  0.000
O -0.469 -0.065 3.974  0.003
H 1.347 2.660 0.793  0.000
H 1.681 3.734 -0.227  0.000
O 1.030 3.578 0.562  0.001
H 1.914 -2.520 -2.692  0.000
H 2.085 -2.445 -1.243  0.000
O 1.876 -2.994 -1.916  0.000
H 1.264 -0.169 -3.515  0.000
H 2.569 -0.182 -2.855  0.000
O 1.953 -0.784 -3.366  0.001
H 2.463 -0.875 0.576  0.001
H 3.444 -1.800 1.075  0.000
O 2.685 -1.755 0.446  0.003
H -1.871 4.434 0.670  0.000
H -0.393 4.381 0.719  0.000
O -1.114 4.773 1.102  0.001
H 3.894 1.255 0.192  0.000
H 2.832 1.501 1.239  0.000
O 3.650 1.819 1.070  0.001

Summary:
Gap between HOMO and LUMO (spin up / spin down) (eV): 9.57 / 5.47
Net charge: 0
Spin multiplicity: 2

Entry 2:
A cluster of 14 separate species, C4H37N2O13 in total. Source: the OMol25 dataset; level of theory: ωB97M-V with the def2-TZVPD basis set.

Last column: Mulliken charge in e.
Element x y z (Å)
C -0.434 -0.309 0.473  1.364
C 0.807 0.227 1.379  1.197
C 1.299 1.465 0.945  -0.102
C 1.091 2.699 1.449  -0.913
N 1.889 1.420 -0.425  0.228
N -0.307 -1.694 -0.035  -0.392
H -1.376 -0.557 1.092  -0.509
H -0.500 0.239 -0.405  -0.572
H 1.689 -0.527 1.230  0.030
H 0.541 0.167 2.473  -0.730
H 0.271 2.802 2.171  0.277
H 1.562 3.599 1.008  0.258
H 2.277 0.500 -0.565  0.154
H 2.715 1.982 -0.366  0.369
H 1.117 1.703 -1.161  0.238
H -0.456 -2.370 0.660  0.253
H 0.425 -1.829 -0.714  0.121
H -3.518 1.067 1.745  0.300
H -3.196 -0.256 0.786  0.370
O -3.199 0.136 1.693  -0.651
H 2.203 -0.607 -1.958  0.183
H 1.844 -0.015 -3.286  0.282
O 1.731 -0.024 -2.382  -0.438
H 2.234 -3.172 1.919  0.365
H 3.074 -4.370 1.557  0.304
O 2.485 -3.720 1.125  -0.659
H -1.983 -2.244 -0.970  0.295
H -2.003 -3.034 -2.217  0.275
O -2.154 -2.152 -1.965  -0.586
H 3.040 -2.050 -0.014  0.284
H 3.929 -2.258 -1.209  0.279
O 3.217 -1.644 -0.878  -0.645
H -3.558 -0.689 -2.439  0.338
H -3.012 -0.045 -3.627  0.229
O -3.530 0.094 -2.898  -0.597
H 2.162 -1.411 4.538  0.372
H 0.952 -1.971 3.525  0.368
O 1.890 -2.079 3.808  -0.718
H -1.033 3.220 -1.170  0.264
H -0.090 3.541 -2.265  0.325
O -0.131 3.290 -1.391  -0.594
H -3.704 1.302 -1.323  0.312
H -2.340 0.920 -0.865  0.270
O -3.115 1.440 -0.564  -0.591
H -0.714 2.483 -3.851  0.369
H 0.523 2.881 -4.699  0.286
O -0.194 3.220 -4.170  -0.673
H 0.546 0.248 4.717  0.234
H 0.152 -0.792 5.643  0.332
O 0.952 -0.337 5.246  -0.664
H -1.009 -0.170 -3.111  0.244
H -0.675 0.185 -4.568  0.256
O -0.423 0.433 -3.741  -0.521
H -1.290 -0.634 2.730  0.131
H -1.474 -1.785 3.693  0.315
O -0.902 -0.989 3.496  -0.513

Summary:
Gap between HOMO and LUMO (eV): 9.83
Net charge: +1

Entry 3:
A cluster of 14 separate species, C4H37N2O14 in total. Source: the OMol25 dataset; level of theory: ωB97M-V with the def2-TZVPD basis set.

Last column: Löwdin spin population.
Element x y z (Å)
O -1.368 -0.045 -1.108  0.022
C -1.114 1.145 -0.884  0.009
C -0.225 1.417 0.364  0.028
C -1.123 1.974 1.413  0.071
C -0.387 2.734 2.563  0.069
N -1.473 2.898 3.601  0.736
N 0.427 0.146 0.785  0.000
H -1.324 2.076 -1.494  0.001
H 0.691 2.067 0.021  0.000
H -1.772 1.330 1.967  0.001
H -1.841 2.726 0.884  -0.001
H -0.128 3.857 2.341  0.010
H 0.570 2.194 3.153  0.006
H -1.479 2.039 4.032  0.022
H -2.267 3.455 3.376  0.021
H 0.989 0.209 1.749  0.000
H -0.378 -0.419 1.098  0.000
H 0.871 -0.293 0.011  0.000
H -2.056 -4.704 -0.869  0.000
H -1.348 -3.543 -0.287  0.000
O -1.713 -4.375 -0.080  0.000
H -0.431 -2.621 1.603  0.000
H -1.195 -2.743 2.775  0.000
O -0.985 -2.059 2.252  0.000
H 1.379 -4.244 -1.522  0.000
H 2.966 -4.193 -1.578  0.000
O 2.141 -3.634 -1.837  0.000
H 2.298 -1.824 -2.246  0.000
H 3.329 -0.616 -2.466  0.000
O 2.386 -0.726 -2.224  0.000
H -1.952 -1.805 -2.819  0.000
H -2.973 -2.375 -3.679  0.000
O -2.598 -2.555 -2.744  0.000
H 0.687 -1.121 -5.030  0.000
H 0.200 -0.593 -3.704  0.000
O 0.123 -0.565 -4.524  0.000
H -2.994 0.786 -2.545  0.000
H -4.036 1.950 -2.705  0.000
O -3.478 1.570 -2.053  0.001
H 2.781 -1.933 2.050  0.000
H 2.956 -1.082 3.355  0.000
O 2.386 -1.376 2.626  0.000
H 2.150 4.462 1.938  0.000
H 3.243 3.682 1.590  0.000
O 2.287 3.560 1.714  0.001
H 0.678 3.375 -3.180  0.000
H 0.429 3.763 -1.635  0.000
O 0.675 3.053 -2.233  0.000
H -0.153 -4.624 1.175  0.000
H 0.844 -4.496 2.408  0.000
O 0.525 -4.106 1.669  0.000
H 1.672 -2.480 -0.610  0.000
H 1.339 -2.855 0.789  0.000
O 1.368 -2.063 0.154  0.000
H 0.132 4.569 0.599  0.000
H -1.305 4.765 0.040  0.000
O -0.428 4.264 -0.037  0.000

Summary:
Gap between HOMO and LUMO (spin up / spin down) (eV): 9.68 / 4.58
Net charge: +2
Spin multiplicity: 2

Entry 4:
A cluster of 14 separate species, C4H38N3O13 in total. Source: the OMol25 dataset; level of theory: ωB97M-V with the def2-TZVPD basis set.

Last column: Mulliken charge in e.
Element x y z (Å)
C 2.154 0.960 1.277  -1.020
C 1.042 -0.096 1.378  -0.110
C 1.563 -1.496 1.028  -0.920
N -1.057 -2.161 0.033  0.243
C 0.010 -2.227 -0.737  -0.178
N 1.204 -1.931 -0.308  0.126
N 2.360 1.085 -0.229  -0.369
H 3.156 0.747 1.637  0.459
H 1.845 1.940 1.642  0.224
H 0.533 -0.084 2.345  0.582
H 0.343 0.306 0.667  0.254
H 2.653 -1.538 1.148  0.476
H 1.183 -2.196 1.796  0.084
H -1.892 -2.705 0.003  0.182
H -0.989 -1.595 0.868  -0.224
H -0.112 -2.758 -1.666  0.715
H 1.924 -1.896 -1.034  0.218
H 1.623 0.620 -0.750  0.188
H 3.213 0.569 -0.411  0.167
H 1.847 3.186 -0.507  0.389
H 0.486 2.729 -0.857  0.139
O 1.232 3.198 -1.249  -0.576
H -0.091 1.856 -2.730  0.281
H -0.570 1.491 -4.082  0.278
O -0.688 1.229 -3.165  -0.556
H -1.170 -1.604 4.590  0.298
H -0.306 -2.922 4.248  0.268
O -0.916 -2.256 3.934  -0.528
H -3.651 1.225 2.611  0.332
H -3.196 1.537 1.291  0.297
O -3.083 1.886 2.187  -0.563
H 4.553 -0.773 -1.770  0.281
H 4.018 -1.887 -2.482  0.280
O 3.933 -1.499 -1.598  -0.600
H -1.171 3.187 2.358  0.259
H 0.154 4.174 2.268  0.266
O -0.297 3.367 2.075  -0.510
H -2.474 3.047 -0.663  0.258
H -1.138 3.588 -0.140  0.243
O -1.550 2.806 -0.534  -0.589
H 1.597 -0.019 -3.531  0.275
H 0.509 -1.069 -3.220  0.331
O 1.447 -0.853 -3.078  -0.476
H 2.808 1.363 -2.233  0.274
H 3.630 2.423 -2.756  0.340
O 3.566 1.459 -2.802  -0.639
H -1.455 -4.738 1.923  0.297
H -2.804 -3.762 1.327  0.300
O -2.056 -4.325 1.314  -0.624
H -1.481 -0.718 -3.158  0.382
H -1.823 -0.547 -1.808  0.287
O -1.310 -1.206 -2.339  -0.658
H -4.050 -1.436 2.895  0.343
H -2.839 -0.873 2.480  0.220
O -3.434 -0.769 3.240  -0.615
H -3.758 0.608 -0.816  0.331
H -2.385 1.048 -1.179  0.272
O -2.842 0.307 -0.731  -0.687

Summary:
Gap between HOMO and LUMO (eV): 9.17
Net charge: +1

Per-record energy relative to the best compared isomer or geometry (same formula, charge and spin), eV: 6.705, 5.156, 5.104, 3.485